1.
Density functional theory data (the ωB97M-V functional and the def2-TZVPD basis) for a molecular structure, C4H8ClNS at a distorted geometry.

The total energy is -29119.3757 eV. As for the frontier orbital gap: 8.83 eV. As for the charge: 0. For the energy relative to the best compared isomer or geometry (same formula, charge and spin), the calculation gives 5.6342 eV.

XYZ file:
```
15
C4H8ClNS, DFT the ωB97M-V functional and the def2-TZVPD basis
Cl -3.143 -0.163 -0.093
S 0.899 -0.999 -0.965
N 0.901 1.608 -0.326
C 1.116 -1.105 1.036
C -0.370 1.018 -0.293
C -0.576 -0.385 -0.541
C -1.729 -1.098 -0.624
H 0.660 -0.137 1.716
H 0.793 -2.454 1.543
H -0.629 1.481 0.639
H -1.646 -2.106 -1.064
H 2.527 -0.918 0.975
H 1.505 1.521 -1.141
H 0.871 2.439 0.232
H -1.179 1.297 -1.095
```

Atom charges from the Mulliken analysis, given in e for atoms 1 to 8: Cl -0.21; S -0.21; N -0.37; C -0.68; C -0.60; C 0.26; C -0.33; H 0.24


2.
Density functional theory data (the ωB97M-V functional and the def2-TZVPD basis) for 2 unconnected molecules or ions with the total composition C4H8ClO2.

The total energy is -20896.3855 eV. As for the frontier orbital gap: 6.83 eV. As for the charge: -1. For the energy relative to the best compared isomer or geometry (same formula, charge and spin), the calculation gives 0.3616 eV.

XYZ file:
```
15
C4H8ClO2, DFT the ωB97M-V functional and the def2-TZVPD basis
Cl 1.524 -0.714 -4.736
O -0.750 -1.215 0.323
O 0.533 1.317 0.354
C -0.447 0.965 1.324
C 0.230 -0.863 -0.648
C -0.474 -0.534 1.541
C 0.257 0.635 -0.865
H -0.713 0.975 -1.278
H -1.265 -0.821 2.261
H 0.495 -0.873 1.954
H -1.445 1.318 1.000
H -0.188 1.502 2.257
H -0.030 -1.400 -1.581
H 1.228 -1.216 -0.323
H 1.048 0.923 -1.584
```

Atom charges from the Mulliken analysis, given in e for atoms 1 to 8: Cl -0.97; O -0.38; O -0.38; C -0.42; C -0.35; C -0.42; C -0.35; H 0.26